Molecular formula: C5H12NO2S
Method: DFT, ωB97M-V with the def2-TZVPD basis set

Last column: natural (NBO) charge in e.
Positions of all 21 atoms, in Å:
C (-1.096, 1.064, -0.446)  -0.1531
C (0.686, -0.047, -1.612)  -0.6884
C (-1.158, 0.144, 0.726)  -0.1930
C (2.710, 0.720, 0.346)  -0.7862
C (-1.818, -1.206, 0.455)  -0.0822
N (0.179, 0.074, 1.201)  -0.8225
O (1.463, -1.819, 0.178)  -0.8684
O (-1.267, -1.862, -0.669)  -0.7306
S (1.266, -0.432, -0.003)  1.9223
H (-0.631, 2.136, -0.455)  0.2477
H (-1.815, 1.115, -1.201)  0.2116
H (0.023, -0.809, -2.081)  0.3238
H (1.447, 0.579, -1.980)  0.2412
H (-1.665, 0.545, 1.610)  0.2741
H (2.781, 1.380, -0.547)  0.2518
H (3.660, 0.291, 0.544)  0.2803
H (2.376, 1.345, 1.151)  0.2656
H (-2.884, -1.144, 0.351)  0.1991
H (-1.605, -1.829, 1.351)  0.1824
H (0.136, -0.376, 2.089)  0.4282
H (-1.908, -2.521, -0.880)  0.4961

Values from the calculation:
**E_LUMO (alpha / beta)**: -0.17831 / -0.17829 Eh
**Net charge**: +1
**Relative energy (zero: lowest compared OMol25 entry of this formula, charge and spin)**: 562.6 kJ/mol
**HOMO level (alpha / beta)**: -13.90 / -13.90 eV